No. 1
C6H27NO6S | wB97M-V/def2-TZVPD

```
41
Properties=species:S:1:pos:R:3:forces:R:3:nbo_charge:R:1
C -1.928 0.430 1.672 0.08 0.29 -0.31 -0.63
C -1.973 -1.088 1.635 0.01 0.03 0.19 -0.22
N -0.671 -1.707 1.400 -0.08 -0.08 0.03 -0.65
C -0.534 -2.449 0.153 0.16 0.38 0.17 -0.19
C -0.602 -1.637 -1.143 -0.18 -0.15 0.16 -0.44
C 0.397 -0.491 -1.246 -0.40 0.15 -0.15 -0.42
C 0.322 0.196 -2.609 0.26 0.10 0.15 -0.52
S 1.131 -0.742 -3.937 -0.21 -0.07 -0.18 -0.05
H -1.336 0.785 2.519 -0.01 0.00 0.03 0.20
H -2.920 0.882 1.745 -0.03 -0.12 0.19 0.22
H -1.481 0.846 0.763 0.01 -0.11 0.08 0.21
H -2.368 -1.451 2.585 -0.10 -0.02 0.17 0.18
H -2.689 -1.425 0.887 0.04 -0.03 -0.23 0.18
H 0.080 -1.048 1.551 0.03 0.04 -0.12 0.35
H -1.309 -3.218 0.178 0.06 -0.08 -0.23 0.20
H 0.424 -2.972 0.190 -0.01 -0.25 -0.05 0.16
H -1.613 -1.234 -1.248 0.02 0.15 -0.05 0.21
H -0.466 -2.311 -1.989 0.07 -0.13 -0.08 0.22
H 1.427 -0.807 -1.068 -0.02 -0.17 0.01 0.20
H 0.160 0.256 -0.483 0.04 0.01 0.02 0.20
H -0.713 0.312 -2.926 -0.13 -0.07 -0.01 0.24
H 0.746 1.195 -2.557 0.08 -0.04 -0.09 0.23
H 2.377 -0.700 -3.456 0.10 0.07 0.11 0.11
O 2.505 1.012 0.888 0.02 -0.18 0.04 -1.00
H 3.426 1.276 1.000 0.00 -0.09 -0.05 0.49
H 2.525 0.036 0.719 0.10 0.26 -0.06 0.52
O 2.015 -0.345 3.327 -0.03 0.23 -0.04 -0.98
H 2.000 0.422 2.728 -0.01 -0.11 0.11 0.50
H 1.260 -0.242 3.915 0.04 -0.09 0.00 0.48
O 1.390 2.846 -0.925 0.16 -0.16 0.32 -0.98
H 1.829 3.647 -0.619 -0.06 0.03 -0.06 0.48
H 1.728 2.143 -0.327 -0.07 0.15 -0.18 0.51
O -1.396 3.093 -0.880 0.02 0.02 0.04 -0.99
H -0.428 2.955 -0.833 -0.08 0.08 -0.12 0.51
H -1.523 3.783 -1.539 0.04 0.00 0.02 0.48
O 2.717 -1.728 0.980 0.12 0.12 0.10 -0.97
H 2.643 -1.585 1.940 -0.17 -0.18 -0.04 0.51
H 2.018 -2.352 0.750 0.11 0.09 0.09 0.49
O -3.174 1.016 -1.606 0.17 0.12 0.07 -0.97
H -2.579 1.759 -1.378 -0.08 -0.22 -0.02 0.50
H -3.417 0.645 -0.752 -0.06 0.01 -0.04 0.46
```
Forces are in eV/Å.

The max |F| is 0.45 eV/Å. As for the spin multiplicity: 1. The calculation puts the HOMO energy at -8.7 eV. As for the lowest unoccupied orbital energy: 0.12 eV. The calculation puts the total energy at -1149.200250 a.u. Its SMILES is CCNCCCCS.O.O.O.O.O.O. The relative energy (zero: lowest compared OMol25 entry of this formula, charge and spin) comes out at 5.5 kcal per mole. The HOMO-LUMO gap comes out at 8.78 eV.

***

No. 2
C6H27NO7 | wB97M-V/def2-TZVPD

```
41
Properties=species:S:1:pos:R:3:forces:R:3:nbo_charge:R:1
C -1.395 -1.053 3.158 -0.85 0.24 0.41 -0.61
C -0.488 -0.527 2.069 0.92 -1.16 -0.82 -0.22
C 0.979 -0.961 2.323 -0.88 1.74 0.84 -0.61
C -0.909 -1.078 0.701 -0.46 -0.54 -0.57 -0.41
C -2.016 -0.266 0.020 0.00 -0.55 1.33 -0.23
N -1.458 0.762 -0.807 -1.03 1.69 -0.73 -0.69
C -2.271 2.051 -0.749 1.75 -1.45 -0.40 0.10
O -3.628 1.824 -0.658 -0.71 0.18 0.22 -0.71
H -1.342 -0.487 4.091 0.17 0.03 -0.07 0.21
H -2.436 -1.015 2.838 -0.17 0.20 -0.02 0.21
H -1.246 -2.106 3.418 0.44 0.04 -0.23 0.20
H -0.518 0.560 1.959 -0.10 0.09 0.40 0.20
H 1.031 -2.039 2.421 0.38 -0.12 -0.34 0.20
H 1.609 -0.454 1.594 0.17 -0.75 -0.32 0.22
H 1.272 -0.488 3.270 0.11 -0.42 0.12 0.20
H -1.222 -2.131 0.733 -0.08 0.09 0.55 0.20
H -0.063 -1.144 0.020 0.28 0.35 -0.13 0.22
H -2.686 0.147 0.784 0.21 0.17 0.27 0.18
H -2.715 -0.926 -0.496 0.22 -0.11 -0.64 0.16
H -0.526 1.064 -0.530 -0.02 -0.40 0.18 0.39
H -1.945 2.554 -1.664 -0.36 0.56 0.16 0.14
H -1.958 2.592 0.144 -0.29 0.28 -0.04 0.17
H -4.002 1.407 -1.438 0.27 0.01 -0.22 0.47
O 0.594 -1.653 -2.868 0.41 -0.11 -0.09 -0.97
H -0.308 -1.978 -2.818 -0.09 0.09 -0.11 0.49
H 0.477 -0.724 -3.084 -0.25 0.00 0.00 0.48
O 0.869 2.685 0.305 -1.77 -0.54 -0.24 -1.00
H 1.270 3.363 -0.237 0.86 -0.17 0.58 0.49
H 1.387 2.223 0.973 1.03 0.60 -0.35 0.52
O 3.369 1.376 1.412 -0.12 -0.16 0.12 -0.99
H 3.629 0.574 1.885 -0.07 0.26 -0.14 0.47
H 3.531 1.191 0.468 0.11 0.07 -0.04 0.50
O 3.859 0.831 -1.363 0.40 0.22 0.41 -0.98
H 3.802 -0.133 -1.228 -0.34 0.04 -0.42 0.51
H 3.120 1.071 -1.926 -0.11 -0.15 0.01 0.47
O 2.925 -1.729 -1.468 0.62 0.54 0.49 -0.98
H 2.577 -1.857 -2.357 -0.33 -0.54 0.25 0.51
H 3.145 -2.555 -1.035 -0.16 -0.23 -0.42 0.49
O -1.894 -0.481 -3.558 -0.01 -0.32 -0.80 -0.96
H -1.876 0.440 -3.290 -0.05 -0.05 0.53 0.49
H -2.542 -0.932 -3.013 -0.10 0.27 0.23 0.47
```
Forces are in eV/Å.

The max |F| is 2.31 eV/Å. As for the spin multiplicity: 1. The calculation puts the HOMO energy at -8.8 eV. As for the lowest unoccupied orbital energy: 0.34 eV. The calculation puts the total energy at -826.210099 a.u. Its SMILES is CC(C)CCNCO.O.O.O.O.O.O. The relative energy (zero: lowest compared OMol25 entry of this formula, charge and spin) comes out at 30.6 kcal per mole. The HOMO-LUMO gap comes out at 9.10 eV.

***

No. 3
C6H27NO9 | wB97M-V/def2-TZVPD

```
43
Properties=species:S:1:pos:R:3:forces:R:3:nbo_charge:R:1
C -2.084 2.471 -1.449 0.90 -1.24 0.18 -0.05
N -0.946 2.601 -1.978 -0.07 0.39 -0.17 -0.40
C 0.245 2.964 -1.327 -0.12 0.42 0.31 0.14
C 0.349 4.059 -0.562 1.03 1.06 0.39 -0.46
C 1.475 2.191 -1.779 -0.63 0.35 -0.06 -0.44
C 1.144 0.722 -2.030 -0.08 -0.16 -0.50 -0.44
C 0.686 -0.054 -0.764 1.58 0.56 -0.31 -0.08
O 1.165 0.598 0.410 -0.71 0.73 0.74 -0.77
H -2.904 2.189 -2.090 -0.38 0.30 -0.16 0.17
H -2.204 2.337 -0.379 -0.23 0.50 0.38 0.15
H 1.352 4.553 -0.486 -0.77 -0.98 0.40 0.20
H -0.425 4.668 -0.073 -0.13 -0.52 -0.87 0.21
H 2.272 2.334 -1.043 -0.26 -0.01 -0.34 0.22
H 1.768 2.670 -2.712 0.31 -0.19 -0.23 0.23
H 0.380 0.681 -2.804 -0.44 0.05 0.12 0.22
H 1.966 0.235 -2.560 0.35 -0.04 0.55 0.21
H 1.252 -0.999 -0.731 -1.12 -0.19 -0.32 0.19
H -0.400 -0.070 -0.678 0.00 -0.76 -0.31 0.17
H 0.406 1.147 0.708 0.88 -0.34 0.21 0.50
O 2.265 -2.469 1.542 -0.11 0.49 -0.29 -0.98
H 1.320 -2.667 1.593 -0.45 -0.54 0.40 0.50
H 2.096 -1.522 1.413 0.87 0.18 -0.05 0.48
O -1.254 0.706 2.162 0.71 0.05 -0.47 -1.00
H -0.992 1.141 2.977 -0.54 0.27 -0.04 0.48
H -2.141 0.952 1.848 0.04 0.19 0.75 0.51
O 1.689 -4.197 -0.610 0.78 -0.58 1.84 -0.97
H 2.367 -3.711 -0.098 0.17 1.24 -0.98 0.50
H 1.591 -4.751 0.192 -0.91 -0.64 -0.82 0.46
O -2.678 -2.970 1.051 -0.43 -0.53 -0.61 -0.98
H -3.358 -3.468 1.517 0.07 0.18 0.23 0.48
H -2.487 -3.533 0.268 0.38 0.44 0.28 0.51
O -0.314 -1.844 1.975 1.36 -1.47 0.27 -1.03
H -1.154 -2.147 1.612 -0.42 0.85 0.14 0.51
H -0.135 -0.910 2.102 -1.15 0.13 -0.46 0.51
O -1.067 -3.927 -1.016 1.30 -0.59 0.05 -0.97
H -0.470 -4.701 -1.128 -1.01 0.26 -0.16 0.49
H -0.335 -3.335 -0.760 -0.48 0.36 0.01 0.50
O -3.771 0.904 1.260 -0.38 -0.12 -0.37 -0.96
H -4.692 1.039 1.512 0.19 0.03 0.04 0.49
H -3.773 0.121 0.693 -0.01 -0.01 0.12 0.49
O 4.277 1.926 0.575 0.01 0.15 0.05 -0.95
H 3.425 1.539 0.340 -0.07 -0.07 0.24 0.48
H 4.093 2.530 1.306 -0.04 -0.19 -0.17 0.47
```
Forces are in eV/Å.

The max |F| is 2.08 eV/Å. As for the spin multiplicity: 1. The calculation puts the HOMO energy at -8.8 eV. As for the lowest unoccupied orbital energy: -0.03 eV. The calculation puts the total energy at -976.651114 a.u. Its SMILES is C=NC(=C)CCCO.O.O.O.O.O.O.O.O. The relative energy (zero: lowest compared OMol25 entry of this formula, charge and spin) comes out at 51.8 kcal per mole. The HOMO-LUMO gap comes out at 8.75 eV.